(1)
The following is a quantum chemistry calculation of a 4-piece molecular cluster, C33H68N3O7PS overall in a non-equilibrium geometry, from the OMol25 dataset.

```
113
Properties=species:S:1:pos:R:3:forces:R:3
C -5.77048 0.54038 -0.22670 0.934 0.436 0.102
C -5.07030 0.36710 1.28182 -2.871 1.822 -0.772
O -4.17404 -0.79758 1.35519 1.752 1.765 1.854
S -2.96015 -0.59375 2.55106 -1.466 -1.514 0.103
C -3.56578 0.43970 3.99172 -1.285 1.711 0.730
C -2.40288 0.76146 5.13151 0.239 -1.152 0.271
O -2.91696 1.87690 5.94157 1.361 1.094 -2.554
C -2.46620 3.18614 5.44442 5.917 3.799 1.971
C -3.25353 4.09826 4.30075 -0.885 -1.165 0.246
O -1.36027 3.72867 5.97303 -7.217 -4.007 -3.219
P -1.36784 0.44501 1.47072 -0.560 5.202 -4.934
O -1.91153 1.68693 0.63234 1.395 -3.978 3.276
H -4.99224 0.25570 -1.08434 -1.817 0.427 1.960
H -5.95189 1.70965 -0.36324 0.197 -2.623 0.381
H -6.78033 -0.05260 -0.30650 2.211 1.160 0.094
H -5.94669 0.16806 2.05640 1.929 0.480 -1.506
H -4.56704 1.39783 1.51668 -0.511 -2.270 -0.446
H -4.50945 -0.11279 4.44887 2.177 0.850 -1.028
H -3.95441 1.48667 3.60962 0.913 -2.211 0.629
H -1.36438 0.95089 4.62537 -1.956 0.048 1.012
H -2.23727 -0.14685 5.88557 -0.613 2.007 -1.791
H -3.32697 3.55117 3.25050 0.347 0.942 2.215
H -2.72003 5.13133 4.12812 -1.019 -2.314 0.772
H -4.37121 4.20281 4.68390 2.373 0.026 -0.805
H -0.28845 0.85504 2.36510 -0.965 -0.971 -0.169
H -0.91770 -0.53384 0.47134 -0.355 0.179 1.579
C 2.14435 -4.35974 5.24843 0.382 -0.120 0.011
C 0.89991 -3.97106 4.39716 0.347 0.063 1.995
C -0.13281 -5.13416 4.36255 -0.138 0.019 -0.429
C 0.20373 -6.26433 3.39643 0.074 -0.077 -0.009
C 0.55767 -5.72267 2.01501 -0.223 0.173 0.288
C 1.68468 -4.66147 2.07193 1.520 -1.032 -1.285
N 1.37235 -3.55338 3.03418 -4.861 1.298 -1.840
O 0.37020 -2.75013 2.45720 2.909 -1.557 1.451
C 3.01730 -5.36753 2.45248 -0.026 0.051 0.330
C 1.96011 -4.12849 0.63189 -0.358 0.454 0.243
C 0.23401 -2.81028 5.20651 0.042 0.317 -0.670
H 3.07002 -3.94848 4.82750 -0.250 -0.139 -0.030
H 2.09443 -3.95954 6.26873 -0.255 -0.096 -0.262
H 2.26217 -5.44231 5.34697 0.032 0.129 -0.102
H -1.11747 -4.73827 4.07586 0.200 0.162 0.004
H -0.25790 -5.55477 5.36888 0.180 0.319 -0.068
H 1.02181 -6.87308 3.79356 -0.004 0.052 -0.059
H -0.65871 -6.93628 3.31004 0.141 0.090 0.072
H 0.85448 -6.55859 1.36837 0.189 0.322 0.054
H -0.34439 -5.29541 1.55851 0.159 0.170 0.054
H 3.83635 -4.64593 2.53287 -0.137 -0.041 -0.036
H 3.29918 -6.09965 1.68650 -0.237 0.286 -0.003
H 2.96993 -5.92756 3.38464 -0.046 0.114 0.012
H 1.07431 -3.69014 0.16153 0.063 -0.011 0.256
H 2.28911 -4.94073 -0.03269 -0.068 0.077 0.481
H 2.75493 -3.37063 0.63628 -0.159 -0.162 0.078
H 0.88978 -1.92949 5.25862 -0.067 -0.231 -0.080
H 0.02537 -3.11828 6.23994 0.248 -0.235 -0.350
H -0.72808 -2.49535 4.78757 0.176 -0.081 -0.183
C -5.02844 5.29676 -6.18664 0.335 0.183 -0.121
C -5.69384 4.36335 -5.13291 -0.780 0.952 -1.618
C -6.37544 5.19473 -4.00830 0.095 -0.265 0.335
C -5.42556 5.74808 -2.95214 0.046 0.066 -0.004
C -4.49179 4.66244 -2.42635 -0.247 -0.009 -0.170
C -3.72729 3.94366 -3.56584 1.858 0.426 0.505
N -4.65150 3.41104 -4.62105 -3.132 -2.720 3.079
O -5.31561 2.28999 -4.08752 2.054 2.713 -1.652
C -2.69725 4.93456 -4.17930 -0.192 0.128 -0.171
C -2.82807 2.82535 -2.95394 -0.473 -0.261 -0.170
C -6.84468 3.65851 -5.92327 0.285 -0.646 0.401
H -4.09077 4.87537 -6.56924 -0.173 0.059 0.212
H -5.65748 5.44089 -7.07388 -0.063 -0.090 0.375
H -4.82102 6.29437 -5.79002 0.075 -0.113 -0.010
H -7.11518 4.56823 -3.48990 0.152 -0.098 -0.214
H -6.93995 6.02770 -4.44732 0.137 -0.279 -0.181
H -4.85211 6.58685 -3.35853 0.042 -0.068 0.023
H -6.00902 6.15663 -2.11820 0.061 -0.007 -0.148
H -3.78402 5.11188 -1.71776 0.106 -0.196 -0.252
H -5.07862 3.93862 -1.84639 0.054 -0.123 -0.216
H -2.15456 4.47389 -5.01074 -0.126 0.000 0.098
H -1.95555 5.23435 -3.42952 -0.217 -0.255 0.007
H -3.13737 5.86306 -4.53845 -0.059 -0.114 -0.057
H -3.39566 2.08764 -2.37804 -0.074 0.127 -0.232
H -2.08737 3.25043 -2.26091 -0.310 0.163 -0.288
H -2.27179 2.29290 -3.73700 -0.214 0.129 0.095
H -6.44838 3.02277 -6.72782 -0.003 0.148 0.258
H -7.51020 4.39528 -6.39296 0.430 0.094 0.231
H -7.48505 3.04076 -5.28403 0.335 0.019 -0.030
C 5.05958 0.50919 -1.66600 -0.133 0.046 -0.375
C 5.92607 -0.34739 -0.69657 -0.998 1.637 0.284
C 7.36193 0.23863 -0.57243 0.224 -0.360 0.053
C 8.29355 -0.09104 -1.73318 0.001 0.022 -0.091
C 8.26983 -1.58225 -2.05371 -0.079 0.125 0.299
C 6.83359 -2.10586 -2.30385 0.252 -0.634 -1.930
N 5.90304 -1.77055 -1.17559 2.702 -1.948 3.855
O 6.23073 -2.59859 -0.08500 -1.325 1.967 -2.956
C 6.31335 -1.51641 -3.64591 -0.093 0.258 0.129
C 6.88862 -3.63960 -2.58358 -0.110 0.025 0.613
C 5.24415 -0.14989 0.69694 0.165 -0.788 0.049
H 4.37540 -0.11193 -2.25702 0.262 0.034 0.090
H 4.41192 1.21668 -1.13340 0.331 -0.147 0.092
H 5.66612 1.10405 -2.35434 -0.067 -0.134 -0.002
H 7.83228 -0.14182 0.34545 -0.263 -0.076 -0.089
H 7.31324 1.32929 -0.45694 -0.278 -0.205 0.029
H 8.02468 0.49774 -2.61555 -0.010 -0.063 -0.008
H 9.31671 0.20535 -1.47227 -0.173 0.007 -0.037
H 8.90137 -1.76938 -2.93186 -0.324 -0.111 0.042
H 8.73616 -2.13160 -1.22582 -0.257 -0.032 -0.025
H 5.28679 -1.83909 -3.84614 0.106 0.009 0.090
H 6.93344 -1.85677 -4.48365 -0.028 -0.115 0.329
H 6.33865 -0.42912 -3.69009 -0.062 -0.034 0.098
H 7.34297 -4.20738 -1.76552 -0.186 0.240 0.004
H 7.49145 -3.85570 -3.47775 -0.178 0.393 0.204
H 5.88388 -4.04475 -2.76380 0.172 0.159 0.101
H 4.22557 -0.56330 0.70767 0.236 -0.001 -0.089
H 5.16199 0.91597 0.94903 0.156 -0.173 -0.429
H 5.80770 -0.60917 1.51657 -0.097 -0.124 -0.303
```
Forces are in eV/Å.

Summary:
2S+1   4
Kohn-Sham gap (spin up / spin down)   5.777 / 6.379 eV
Highest occupied orbital energy (spin up / spin down)   -10.58 / -11.18 eV
Charge   +1
E_tot   -2727.9493 a.u.
Expectation value of S²   3.765

***

(2)
The following is a quantum chemistry calculation of C7H16O3 as an isolated structure in a non-equilibrium geometry, from the OMol25 dataset.

```
26
Properties=species:S:1:pos:R:3:forces:R:3
C -1.64980 1.21955 1.77301 1.914 -0.498 0.168
C -0.72582 0.33377 -0.42212 4.084 -1.406 -3.638
C -0.05488 0.59293 0.81123 -3.825 1.899 3.350
C 0.82505 -0.14026 -1.57996 -2.539 0.546 -0.001
C 0.56309 -0.49727 1.63998 0.495 -0.625 0.630
C 0.87086 -1.63564 -1.81855 -0.200 -0.168 0.021
C 2.18985 0.44325 -1.27808 -0.025 0.179 0.466
O -2.35064 2.27503 1.17143 0.667 -0.592 -0.367
O -2.50869 0.17167 2.12791 0.569 0.060 -0.391
O -1.65815 -0.69100 -0.46958 -0.187 -0.402 0.147
H -2.67667 -0.35239 1.32937 0.071 0.049 0.065
H -2.88386 1.89651 0.45808 0.019 0.149 0.078
H -1.22873 -1.51889 -0.20135 -0.084 0.232 -0.068
H -1.20460 1.61290 2.68716 -0.220 0.026 -0.035
H -1.11143 1.20907 -0.93923 -0.096 -0.085 0.179
H 0.53424 1.50708 0.77389 -0.010 -0.135 -0.130
H 0.42407 0.34601 -2.47518 0.210 -0.121 -0.094
H 1.35681 -0.09515 2.27385 -0.021 0.111 -0.114
H -0.08970 -1.02143 2.34279 -0.500 0.358 -0.151
H 1.02734 -1.32515 1.09962 0.064 0.247 -0.486
H 2.88197 0.31332 -2.12451 -0.328 -0.043 0.064
H -0.09687 -2.02128 -2.15627 0.061 0.037 0.098
H 1.59153 -1.90469 -2.60641 -0.080 0.160 0.198
H 1.16529 -2.18337 -0.91623 0.020 -0.010 -0.084
H 2.14133 1.51658 -1.07474 0.030 -0.068 0.043
H 2.66844 -0.05114 -0.42609 -0.089 0.099 0.050
```
Forces are in eV/Å.

Summary:
Energy relative to the best compared isomer or geometry (same formula, charge and spin)   3.074 eV
2S+1   1
Kohn-Sham gap   8.518 eV
Highest occupied orbital energy   -7.85 eV
Charge   0
E_tot   -501.9301 a.u.

***

Look up the E_tot of the first one.
-2727.9493 a.u.